[1]
10
Properties=species:S:1:pos:R:3:lowdin_charge:R:1 method="wB97M-V/def2-TZVPD" e_homo_ev=-7.80 gap_ev=8.126 lumo_ev=0.3
C -0.556 -1.493 0.256 -0.377
S 0.221 -0.149 -0.210 0.346
N -0.890 1.056 0.233 -0.226
P 2.253 0.051 0.065 0.403
H 0.154 -2.272 0.522 0.000
H -1.398 -1.875 -0.280 0.006
H 0.001 0.225 -1.599 0.026
H -1.091 1.824 -0.434 0.069
H -0.675 1.280 1.187 0.038
H 1.981 1.352 0.259 -0.286

=====

[2]
21
Properties=species:S:1:pos:R:3:lowdin_charge:R:1 method="wB97M-V/def2-TZVPD" e_homo_ev=-30.86 gap_ev=4.673 lumo_ev=-26.2 charge=+6
Na -0.881 -1.170 1.665 0.801
Na -0.177 -0.417 -2.933 0.869
Na -0.321 2.005 0.750 0.780
Na -1.187 1.629 -1.920 0.904
Na 1.456 -1.334 -1.507 0.834
Na -1.167 -2.435 -0.918 0.943
Na -2.843 -0.213 -0.357 0.909
Na 1.656 1.463 -2.475 0.932
C -0.170 -0.102 -0.386 -0.872
O -1.048 0.362 0.309 -0.068
O 0.379 -1.144 0.090 -0.047
O 0.253 0.409 -1.441 -0.231
O -1.960 0.465 1.966 0.095
H -2.506 1.144 1.571 0.123
H -1.277 0.298 1.316 -0.271
O 1.480 1.390 0.494 0.108
H 2.219 1.801 0.045 0.158
H 0.871 1.160 -0.207 -0.037
O 2.074 -1.897 1.153 0.112
H 1.369 -1.409 0.727 -0.152
H 1.780 -2.005 2.057 0.108

=====

[3]
8
Properties=species:S:1:pos:R:3:lowdin_charge:R:1 method="wB97M-V/def2-TZVPD" e_homo_ev=-11.60 gap_ev=12.552 lumo_ev=1.0
C -1.241 -0.071 -0.031 -0.073
H -1.415 -0.563 0.968 0.032
H -0.845 0.947 0.008 0.006
H -2.166 -0.042 -0.582 -0.003
H -0.465 -0.811 -0.509 0.052
O 1.988 -0.199 -0.022 -0.034
H 1.442 0.393 0.463 0.001
H 2.702 0.347 -0.294 0.019

=====

[4]
9
Properties=species:S:1:pos:R:3:lowdin_charge:R:1 method="wB97M-V/def2-TZVPD" e_homo_ev=-10.51 gap_ev=11.318 lumo_ev=0.8
C -0.391 1.280 0.202 -0.203
O -0.239 0.075 0.877 -0.083
H -1.014 1.250 -0.818 0.129
H -0.790 2.109 0.736 0.040
H 0.674 1.806 0.036 0.114
H 0.184 0.392 1.614 0.034
O 0.709 -2.080 -1.231 -0.065
H 0.398 -3.015 -1.041 0.072
H 0.471 -1.817 -0.374 -0.037

=====

[5]
10
Properties=species:S:1:pos:R:3:lowdin_charge:R:1 method="wB97M-V/def2-TZVPD" e_homo_ev=-10.24 gap_ev=10.843 lumo_ev=0.6
C 0.660 -1.495 0.077 -0.253
O 0.951 -0.191 -0.052 -0.388
Si -0.147 1.097 0.169 0.542
O -1.512 1.519 -0.700 -0.225
H 0.399 -1.757 1.171 0.101
H -0.248 -1.752 -0.470 0.070
H 1.502 -1.995 -0.402 0.086
H -0.794 0.448 1.444 0.024
H 0.997 2.003 0.152 -0.010
H -1.808 2.123 -1.388 0.053

=====

[6]
10
Properties=species:S:1:pos:R:3:lowdin_charge:R:1 method="wB97M-V/def2-TZVPD" e_homo_ev="-7.32 / -7.78" gap_ev="6.279 / 8.112" lumo_ev="-1.0 / 0.3"
C 1.966 0.424 0.809 -0.452
O 1.934 0.090 2.046 -0.120
P -1.794 -1.406 -1.556 0.408
P 0.379 -0.313 0.053 0.706
H 2.896 0.302 0.409 0.018
H 1.038 0.355 2.481 0.133
H -1.420 -0.141 -2.260 -0.217
H -2.770 -0.892 -0.563 -0.218
H 0.111 0.560 -1.001 -0.145
H -0.417 0.329 0.964 -0.114

=====

[7]
11
Properties=species:S:1:pos:R:3:lowdin_charge:R:1 method="wB97M-V/def2-TZVPD" e_homo_ev=-8.53 gap_ev=8.674 lumo_ev=0.1
C 1.284 0.303 -0.253 -0.291
P 0.089 0.235 1.237 0.062
S 0.613 1.374 2.721 0.066
P -1.827 0.838 0.300 0.688
O -2.362 -0.494 -0.500 -0.421
H 0.991 -0.565 -0.793 0.010
H 1.045 1.219 -0.749 0.015
H 2.275 0.189 0.123 0.025
H 0.350 -1.022 1.343 -0.078
H -2.460 0.399 1.465 -0.082
H -2.177 -0.579 -1.401 0.005

=====

[8]
9
Properties=species:S:1:pos:R:3:lowdin_charge:R:1 method="wB97M-V/def2-TZVPD" e_homo_ev="-8.23 / -8.50" gap_ev="7.263 / 8.126" lumo_ev="-1.0 / -0.4"
C 0.849 -0.500 -0.634 -0.434
P 0.066 0.460 -1.911 0.640
P -0.902 0.465 1.734 0.585
H 1.515 -0.140 0.014 -0.092
H 0.883 -1.626 -0.955 0.035
H -1.321 0.194 -1.556 -0.106
H 0.026 1.670 -1.211 -0.140
H 0.261 0.283 2.556 -0.222
H -1.377 -0.805 1.962 -0.266

=====

[9]
10
Properties=species:S:1:pos:R:3:mulliken_spin:R:1 method="wB97M-V/def2-TZVPD" e_homo_ev="-5.32 / -7.55" gap_ev="5.499 / 5.806" lumo_ev="0.2 / -1.7" multiplicity=3
C 0.063 -1.226 0.017 0.049
P 1.873 1.379 -0.020 1.465
P -1.865 1.427 -0.027 0.234
S -0.024 0.547 0.461 0.295
H 0.090 -1.392 -1.025 0.000
H 0.844 -1.704 0.599 -0.017
H -0.946 -1.537 0.382 -0.016
H 0.992 2.004 -0.949 0.001
H -1.131 1.833 -1.013 0.008
H 0.038 0.447 1.853 -0.018

=====

[10]
10
Properties=species:S:1:pos:R:3:lowdin_charge:R:1 method="wB97M-V/def2-TZVPD" e_homo_ev=-9.09 gap_ev=9.548 lumo_ev=0.5
C 3.315 -2.094 2.364 -0.534
S 2.946 -2.215 0.622 0.621
H 3.473 -3.047 2.867 0.028
H 4.273 -1.585 2.476 0.023
H 2.627 -1.456 2.914 0.024
H 1.816 -2.942 0.636 -0.162
S -4.296 2.398 -2.606 0.197
S -5.170 3.588 -3.929 0.193
H -4.673 2.686 -1.372 -0.215
H -4.312 4.667 -3.972 -0.175

=====

[11]
10
Properties=species:S:1:pos:R:3:lowdin_charge:R:1 method="wB97M-V/def2-TZVPD" e_homo_ev=-8.90 gap_ev=9.380 lumo_ev=0.5
C -0.670 0.616 -1.504 -0.521
S -0.011 -1.023 -1.184 0.362
S 1.884 -0.638 -0.454 0.290
H -0.068 1.493 -1.249 0.036
H -0.985 0.653 -2.540 0.020
H -1.552 0.750 -0.883 -0.008
H 1.693 -1.012 0.819 -0.219
S -1.478 1.091 2.236 0.488
H -0.277 0.506 2.316 -0.229
H -1.072 2.093 1.447 -0.219

=====

[12]
11
Properties=species:S:1:pos:R:3:mulliken_spin:R:1 method="wB97M-V/def2-TZVPD" e_homo_ev="-12.42 / -12.42" gap_ev="7.457 / 4.049" lumo_ev="-5.0 / -8.4" charge=+1 multiplicity=2
C 0.988 -1.825 0.415 0.000
S 0.159 -0.572 -0.607 -0.001
S 1.412 -0.414 -2.213 0.000
H 1.223 -2.685 -0.207 0.000
H 0.307 -2.131 1.208 0.000
H 1.891 -1.396 0.838 0.000
H 2.360 0.360 -1.658 0.000
S -2.670 1.677 1.199 0.498
S -1.534 2.630 -0.096 0.509
H -1.767 0.674 1.328 -0.002
H -2.368 3.681 -0.209 -0.004

=====

Number 1: DFT total energy -22743.362 eV. Number 2: DFT total energy -48652.528 eV. Number 3: DFT total energy -3181.471 eV. Number 4: DFT total energy -5227.857 eV. Number 5: DFT total energy -13107.542 eV. Number 6: DFT total energy -21754.244 eV. Number 7: DFT total energy -32594.336 eV. Number 8: DFT total energy -19707.491 eV. Number 9: DFT total energy -30540.349 eV. Number 10: DFT total energy -33639.431 eV. Number 11: DFT total energy -33639.694 eV. Number 12: DFT total energy -44466.527 eV.